A) ORCA calculation (the ωB97M-V functional and the def2-TZVPD basis) on the ion C3H8NO2 with charge -1.

```
! RIJCOSX wB97M-V def2-TZVPD def2/J DEFGRID3
* xyz -1 1
C -0.134 -0.258 -0.547
C 0.573 -1.416 0.065
O 1.224 -2.273 -0.893
N -0.833 0.466 0.562
C -0.538 1.986 0.444
O -0.758 2.505 -0.739
H 0.550 0.444 -1.023
H -0.865 -0.570 -1.295
H -0.098 -2.055 0.657
H 1.271 -1.066 0.835
H 2.063 -2.538 -0.541
H -1.812 0.363 0.312
H 0.505 2.029 0.863
H -1.149 2.383 1.302
*
```

Summary:
- SMILES = [O-]CNCCO
- E_LUMO (Ha) = 0.1316
- molecular weight (u) = 90.10
- Kohn-Sham gap (eV) = 6.119

B) ORCA calculation (the ωB97M-V functional and the def2-TZVPD basis) on the ion C3H8NO2 with charge -1.

```
! RIJCOSX wB97M-V def2-TZVPD def2/J DEFGRID3
* xyz -1 1
C 0.391 -0.067 0.392
C 1.642 -0.724 -0.229
O 2.196 0.029 -1.291
N -0.743 0.278 -0.429
C -2.032 0.683 0.405
O -2.239 0.008 1.508
H 0.778 0.883 0.781
H 0.143 -0.688 1.251
H 2.401 -0.595 0.589
H 1.637 -1.781 -0.456
H 1.502 0.360 -1.857
H -1.043 -0.547 -0.943
H -1.784 1.785 0.565
H -2.849 0.376 -0.287
*
```

Summary:
- SMILES = [O-]CNCCO
- E_LUMO (Ha) = 0.1444
- molecular weight (u) = 90.10
- Kohn-Sham gap (eV) = 6.522

C) ORCA calculation (the ωB97M-V functional and the def2-TZVPD basis) on the ion C3H8NO2 with charge -1.

```
! RIJCOSX wB97M-V def2-TZVPD def2/J DEFGRID3
* xyz -1 1
N 0.794 -0.373 -1.471
C -0.267 -0.099 -0.481
C -0.004 1.074 0.402
O 0.682 2.185 -0.222
C -0.404 -1.419 0.482
O -1.129 -1.306 1.572
H 1.574 -0.833 -0.985
H 0.367 -1.081 -2.058
H -1.191 0.022 -1.050
H -0.941 1.489 0.760
H 0.614 0.782 1.254
H 0.767 2.069 -1.173
H -0.825 -2.109 -0.310
H 0.691 -1.603 0.686
*
```

Summary:
- SMILES = N[C@@H](C[O-])CO
- E_LUMO (Ha) = 0.1503
- molecular weight (u) = 90.10
- Kohn-Sham gap (eV) = 6.533

Which of them is the most stable? Correct choice: C).

A) ORCA calculation (the ωB97M-V functional and the def2-TZVPD basis) on a cluster of 2 separate species, C7H17N in total.

```
! RIJCOSX wB97M-V def2-TZVPD def2/J DEFGRID3
* xyz 0 1
C 2.810 -0.704 -0.178
C 3.253 0.757 0.047
C 1.263 -0.633 -0.512
N 0.493 0.190 0.387
C -3.407 -0.758 -0.033
C -1.961 -1.134 0.281
C -1.044 0.231 0.026
C -1.486 1.619 0.405
H 3.021 -1.400 0.608
H 3.368 -1.155 -1.069
H 2.735 1.340 -0.816
H 4.320 0.921 -0.074
H 2.877 1.024 1.029
H 1.181 0.464 -0.848
H 0.810 -1.371 -1.190
H 2.498 1.804 -1.580
H -3.472 -0.337 -1.068
H -4.111 -1.563 0.080
H -3.705 -0.073 0.804
H -1.734 -1.853 -0.564
H -1.887 -1.517 1.365
H -1.180 0.125 -1.049
H -0.572 2.225 0.530
H -2.056 2.095 -0.419
H -2.113 1.678 1.336
*
```

Summary:
- E_LUMO (Ha) = -0.0397
- molecular weight (u) = 115.22
- Kohn-Sham gap (eV) = 5.264

B) ORCA calculation (the ωB97M-V functional and the def2-TZVPD basis) on the molecule C7H17N.

```
! RIJCOSX wB97M-V def2-TZVPD def2/J DEFGRID3
* xyz 0 1
C 0.164 0.431 -0.097
C -1.803 -1.183 0.929
C -0.316 -0.972 0.164
C 1.759 0.288 -0.773
C 0.296 1.284 1.169
C -0.683 1.170 -1.141
C 2.489 -1.041 -0.709
N -2.882 -0.246 0.764
H -3.096 -0.086 -0.214
H -2.673 0.644 1.203
H -2.150 -2.161 0.580
H -1.615 -1.306 2.000
H -0.399 -1.529 -0.773
H 0.373 -1.496 0.834
H 2.376 1.039 -0.267
H 1.735 0.616 -1.819
H -0.673 1.606 1.555
H -1.619 1.564 -0.741
H 0.878 2.190 0.964
H 0.809 0.733 1.963
H -0.160 2.064 -1.502
H -0.895 0.535 -2.006
H 3.503 -0.946 -1.117
H 1.983 -1.817 -1.291
H 2.598 -1.381 0.326
*
```

Summary:
- SMILES = CCC(C)(C)CCN
- E_LUMO (Ha) = 0.0326
- molecular weight (u) = 115.22
- Kohn-Sham gap (eV) = 9.593

Which of them is the most stable? Correct choice: B).

A) ORCA calculation (the ωB97M-V functional and the def2-TZVPD basis) on the ion C5H8N with charge +1.

```
! RIJCOSX wB97M-V def2-TZVPD def2/J DEFGRID3
* xyz 1 1
C -1.459 1.835 0.521
C -1.046 1.031 -0.723
C 0.631 -0.242 -0.543
C 0.030 0.936 0.128
C 1.410 -1.408 -0.027
N -0.790 -0.277 -0.267
H -1.554 2.974 0.558
H -2.043 1.301 1.396
H -1.248 1.285 -1.761
H 0.867 -0.005 -1.589
H 1.303 -2.412 -0.559
H 1.095 -1.570 0.942
H 2.459 -1.232 -0.067
H -1.235 -0.764 0.533
*
```

Summary:
- SMILES = C[C@H]1[N@@H+]2[C@H]3C[C@@]312
- E_LUMO (Ha) = -0.1619
- molecular weight (u) = 82.13
- Kohn-Sham gap (eV) = 11.241

B) ORCA calculation (the ωB97M-V functional and the def2-TZVPD basis) on the ion C5H8N with charge +1.

```
! RIJCOSX wB97M-V def2-TZVPD def2/J DEFGRID3
* xyz 1 1
C -1.119 -0.050 0.149
C -2.355 -0.457 0.096
C 0.473 1.444 0.495
C 0.314 0.008 0.192
C 1.351 -1.028 -0.037
N -0.374 1.022 -0.633
H -3.135 -0.221 -0.684
H -2.608 -1.419 0.561
H 0.020 1.807 1.432
H 1.490 1.701 0.350
H 1.924 -1.081 0.891
H 1.993 -0.549 -0.795
H 1.077 -1.940 -0.338
H -0.774 1.342 -1.515
*
```

Summary:
- SMILES = C=C1[N@H+]2C[C@@]12C
- E_LUMO (Ha) = -0.1147
- molecular weight (u) = 82.13
- Kohn-Sham gap (eV) = 11.983

C) ORCA calculation (the ωB97M-V functional and the def2-TZVPD basis) on a cluster of 2 separate species, C5H8N in total.

```
! RIJCOSX wB97M-V def2-TZVPD def2/J DEFGRID3
* xyz 1 1
C 0.570 1.987 -0.168
C 1.002 1.087 -0.861
C -0.639 -1.035 -0.338
C 0.131 2.893 0.808
C -0.412 -3.489 -0.108
N -0.494 -2.247 -0.176
H -1.615 -0.549 -0.298
H 0.351 -0.394 -0.192
H 0.819 3.849 0.575
H -0.848 3.145 0.863
H 0.519 2.547 1.805
H -0.319 -4.126 0.768
H -0.267 -4.140 -0.981
H 1.201 0.471 -1.695
*
```

Summary:
- E_LUMO (Ha) = -0.1784
- molecular weight (u) = 82.13
- Kohn-Sham gap (eV) = 8.650

D) ORCA calculation (the ωB97M-V functional and the def2-TZVPD basis) on a cluster of 2 separate species, C5H8N in total.

```
! RIJCOSX wB97M-V def2-TZVPD def2/J DEFGRID3
* xyz 1 1
C -0.035 -0.742 1.568
C -0.488 0.885 -1.463
C -1.297 0.408 -0.614
C -0.862 1.633 -2.712
C 1.878 -1.032 3.143
N 0.749 -0.816 2.376
H 0.677 0.869 -1.302
H -2.068 -0.103 -0.152
H -0.283 2.587 -2.765
H -1.982 1.833 -3.064
H -0.624 1.001 -3.580
H 2.708 -0.703 2.650
H 2.094 -2.100 3.583
H 1.729 -0.402 3.948
*
```

Summary:
- E_LUMO (Ha) = -0.2413
- molecular weight (u) = 82.13
- Kohn-Sham gap (eV) = 9.312

Which of them is the most stable? Correct choice: B).

A) ORCA calculation (the ωB97M-V functional and the def2-TZVPD basis) on a cluster of 4 separate species, C2H11NO4 in total.

```
! RIJCOSX wB97M-V def2-TZVPD def2/J DEFGRID3
* xyz 0 1
O -1.146 -1.473 -1.401
C -0.381 -0.900 -0.671
C -0.504 -0.954 0.838
N -0.482 0.380 1.417
H 0.506 -0.367 -1.052
H -1.362 -1.577 1.073
H 0.381 -1.553 1.065
H -1.183 0.948 0.942
H -0.746 0.339 2.399
H -3.022 1.478 -1.458
H -2.491 0.099 -1.152
O -2.745 0.928 -0.718
H 2.513 0.009 0.215
H 3.875 -0.320 -0.402
O 3.027 -0.710 -0.177
H 2.074 2.312 1.198
H 0.920 1.451 0.657
O 1.796 1.815 0.421
*
```

Summary:
- SMILES = NCC=O.O.O.O
- E_LUMO (Ha) = 0.0232
- molecular weight (u) = 113.11
- Kohn-Sham gap (eV) = 10.776

B) ORCA calculation (the ωB97M-V functional and the def2-TZVPD basis) on a cluster of 4 separate species, C2H11NO4 in total.

```
! RIJCOSX wB97M-V def2-TZVPD def2/J DEFGRID3
* xyz 0 1
O 2.491 -2.105 1.345
C 2.439 -0.968 0.926
C 1.093 -0.348 0.652
N -0.046 -1.252 0.572
H 3.413 -0.492 0.734
H 0.844 0.443 1.373
H 1.169 0.274 -0.251
H 0.070 -1.915 1.318
H -0.136 -1.616 -0.366
H -3.535 1.210 -0.459
H -2.213 0.685 -0.957
O -2.628 1.497 -0.642
H 0.316 1.036 -3.585
H -0.323 -0.295 -3.280
O -0.414 0.467 -3.868
H -1.103 1.027 1.775
H -1.900 2.091 1.038
O -1.545 1.864 1.914
*
```

Summary:
- SMILES = NCC=O.O.O.O
- E_LUMO (Ha) = 0.0010
- molecular weight (u) = 113.11
- Kohn-Sham gap (eV) = 10.111

Which of them is the most stable? Correct choice: A).

A) ORCA calculation (the ωB97M-V functional and the def2-TZVPD basis) on the molecule C5H5P.

```
! RIJCOSX wB97M-V def2-TZVPD def2/J DEFGRID3
* xyz 0 1
C 0.490 1.127 1.019
C 0.430 -0.093 0.507
C -0.378 1.997 0.323
C -0.460 -0.275 -0.604
C -0.726 -1.371 -1.347
P -1.257 1.349 -0.975
H 1.179 1.409 1.896
H 1.262 -0.765 0.889
H -0.516 2.949 0.635
H -1.440 -1.527 -2.190
H -0.367 -2.284 -1.038
*
```

Summary:
- SMILES = C=C1C=CC=P1
- E_LUMO (Ha) = -0.0236
- molecular weight (u) = 96.07
- Kohn-Sham gap (eV) = 7.685

B) ORCA calculation (the ωB97M-V functional and the def2-TZVPD basis) on the molecule C5H5P.

```
! RIJCOSX wB97M-V def2-TZVPD def2/J DEFGRID3
* xyz 0 1
C -1.182 1.241 0.011
C 0.288 0.824 -0.012
C 0.622 -0.470 -0.764
C 0.577 -0.428 0.739
C -0.390 -1.238 -0.040
P -2.132 -0.157 0.042
H -1.562 2.215 -0.007
H 1.150 1.604 -0.065
H 1.580 -0.508 -1.202
H 1.417 -0.705 1.317
H -0.368 -2.377 -0.019
*
```

Summary:
- SMILES = C1=P[C@H]2[C@H]3[C@@H]1[C@@H]23
- E_LUMO (Ha) = 0.0172
- molecular weight (u) = 96.07
- Kohn-Sham gap (eV) = 9.119

Which of them is the most stable? Correct choice: A).

A) ORCA calculation (the ωB97M-V functional and the def2-TZVPD basis) on a cluster of 2 separate species, C6H17NO3 in total.

```
! RIJCOSX wB97M-V def2-TZVPD def2/J DEFGRID3
* xyz 0 1
C 19.202 -17.637 -9.520
O 20.483 -17.553 -10.187
C 20.471 -18.249 -11.434
C 19.575 -17.702 -12.516
N 19.987 -16.263 -12.851
C 19.236 -15.691 -13.898
C 19.799 -14.350 -14.195
O 19.544 -13.342 -13.204
C 18.152 -12.854 -12.991
H 18.644 -16.746 -9.810
H 19.453 -17.523 -8.465
H 18.608 -18.546 -9.611
H 20.305 -19.286 -11.140
H 21.520 -18.066 -11.667
H 18.534 -17.627 -12.201
H 19.772 -18.242 -13.442
H 20.012 -15.643 -12.054
H 18.153 -15.603 -13.981
H 19.529 -16.337 -14.725
H 19.376 -14.041 -15.151
H 20.849 -14.544 -14.412
H 17.455 -13.572 -12.559
H 17.757 -12.332 -13.863
H 18.312 -12.099 -12.221
O 20.113 -19.619 -15.701
H 19.696 -20.177 -16.358
H 21.052 -19.746 -15.840
*
```

Summary:
- SMILES = COCCNCCOC.O
- E_LUMO (Ha) = 0.0245
- molecular weight (u) = 151.21
- Kohn-Sham gap (eV) = 9.193

B) ORCA calculation (the ωB97M-V functional and the def2-TZVPD basis) on a cluster of 3 separate species, C6H17NO3 in total.

```
! RIJCOSX wB97M-V def2-TZVPD def2/J DEFGRID3
* xyz 0 1
C -1.255 -2.463 -0.377
C -0.746 -1.110 -0.783
N 0.364 -0.588 -0.158
C 1.145 0.465 -0.794
C 1.595 0.098 -2.222
C 0.980 -1.362 0.939
C 0.236 -1.125 2.233
O -1.373 -0.415 -1.573
H -0.569 -3.309 -0.458
H -1.976 -2.734 -1.140
H -1.798 -2.392 0.560
H 0.557 1.378 -0.876
H 2.000 0.627 -0.151
H 1.157 0.724 -2.987
H 2.669 0.175 -2.334
H 1.345 -0.941 -2.427
H 1.061 -2.414 0.722
H 1.990 -0.985 1.075
H 0.719 -1.641 3.066
H 0.260 -0.062 2.474
H -0.801 -1.458 2.233
H 0.142 3.593 1.590
H 0.559 2.312 2.273
O 0.845 3.219 2.135
H -1.413 1.456 -0.052
H -2.025 2.450 -1.018
O -1.744 2.362 -0.101
*
```

Summary:
- SMILES = CCN(CC)C(C)=O.O.O
- E_LUMO (Ha) = 0.0253
- molecular weight (u) = 151.21
- Kohn-Sham gap (eV) = 10.168

Which of them is the most stable? Correct choice: B).

A) ORCA calculation (the ωB97M-V functional and the def2-TZVPD basis) on a cluster of 2 separate species, C3H7IN3 in total.

```
! RIJCOSX wB97M-V def2-TZVPD def2/J DEFGRID3
* xyz 1 1
C -0.623 -0.208 1.776
C -1.148 1.842 -0.511
C 0.957 -1.401 -0.643
N 0.259 -0.904 1.558
N -1.452 0.855 0.244
N 1.027 -1.535 0.764
I -3.334 -0.155 -0.082
H -1.075 0.488 2.419
H -1.811 2.458 -1.153
H -0.077 2.125 -0.426
H 1.828 -1.866 -1.091
H 0.057 -1.855 -0.947
H 0.922 -0.258 -0.778
H 1.566 -2.241 1.206
*
```

Summary:
- E_LUMO (Ha) = -0.1724
- molecular weight (u) = 212.01
- Kohn-Sham gap (eV) = 8.984

B) ORCA calculation (the ωB97M-V functional and the def2-TZVPD basis) on the ion C3H7IN3 with charge +1.

```
! RIJCOSX wB97M-V def2-TZVPD def2/J DEFGRID3
* xyz 1 1
C 2.030 0.925 -1.035
C 0.210 -0.618 -0.834
C -0.571 0.347 1.289
N 0.660 0.751 -0.674
N 2.743 0.135 -0.360
N 0.452 -0.130 0.459
I 4.709 -0.005 -0.093
H 2.097 1.774 -1.685
H -0.858 -0.930 -1.147
H 0.987 -1.147 -1.395
H -1.531 -0.177 0.916
H -0.298 0.010 2.233
H -0.770 1.381 1.030
H 1.494 -0.578 0.799
*
```

Summary:
- SMILES = C[N@H+]1CN1/C=N/I
- E_LUMO (Ha) = -0.1415
- molecular weight (u) = 212.01
- Kohn-Sham gap (eV) = 9.576

C) ORCA calculation (the ωB97M-V functional and the def2-TZVPD basis) on a structure of composition C3H7IN3.

```
! RIJCOSX wB97M-V def2-TZVPD def2/J DEFGRID3
* xyz 1 1
C 3.524 0.500 0.043
C 1.623 -0.446 0.747
C -2.658 -0.659 -0.386
N 2.682 0.166 0.922
N 0.526 -0.847 0.802
N -1.622 0.024 0.375
I -0.940 1.679 -0.402
H 3.328 0.160 -1.031
H 4.381 1.117 0.288
H 0.124 0.751 -1.087
H -2.907 -1.444 0.339
H -3.622 -0.072 -0.592
H -2.383 -1.134 -1.383
H -2.056 0.205 1.365
*
```

Summary:
- E_LUMO (Ha) = -0.1946
- molecular weight (u) = 212.01
- Kohn-Sham gap (eV) = 8.576

Which of them is the most stable? Correct choice: A).

A) ORCA calculation (the ωB97M-V functional and the def2-TZVPD basis) on the molecule C2H2N2O2S.

```
! RIJCOSX wB97M-V def2-TZVPD def2/J DEFGRID3
* xyz 0 1
C -2.087 -0.424 -0.985
C -2.809 0.617 -0.296
N -1.868 -1.359 -1.625
N -0.015 0.198 0.142
O -2.468 1.359 0.585
O 0.069 2.709 0.701
S -0.468 1.480 1.214
H 0.767 0.567 -0.491
H 0.354 -0.537 0.635
*
```

Summary:
- E_LUMO (alpha / beta) (Ha) = -0.0335 / -0.0342
- molecular weight (u) = 118.12
- Kohn-Sham gap (alpha / beta) (eV) = 7.317 / 7.267

B) ORCA calculation (the ωB97M-V functional and the def2-TZVPD basis) on the molecule C2H2N2O2S.

```
! RIJCOSX wB97M-V def2-TZVPD def2/J DEFGRID3
* xyz 0 1
C -0.527 -0.290 0.883
C 0.314 0.617 1.852
N 0.902 0.695 -0.568
N -0.114 -0.269 -0.372
O -0.468 -0.799 -1.416
O 0.240 0.716 3.013
S 1.535 1.414 0.873
H -1.367 -0.884 1.053
H 1.032 1.305 -1.343
*
```

Summary:
- E_LUMO (Ha) = -0.0016
- molecular weight (u) = 118.12
- Kohn-Sham gap (eV) = 9.479

Which of them is the most stable? Correct choice: B).